Formula: C38H98N10O14
Source: OMol25
Level of theory: ωB97M-V/def2-TZVPD

Positions of all 160 atoms, in Å:
C: 4.200 4.050 9.111
O: 5.185 4.462 8.202
C: 6.602 4.418 8.441
C: 7.516 5.148 7.455
N: 7.436 6.651 7.348
C: 6.186 7.218 6.814
C: 6.230 8.741 6.518
O: 7.265 8.951 5.630
C: 7.156 10.286 5.119
H: 3.236 4.248 8.641
H: 4.065 4.491 10.098
H: 4.247 2.980 9.314
H: 6.893 3.368 8.421
H: 6.898 4.804 9.416
H: 7.216 4.779 6.474
H: 8.479 4.672 7.644
H: 8.240 6.876 6.779
H: 5.350 6.921 7.447
H: 6.105 6.689 5.865
H: 6.386 9.321 7.428
H: 5.227 8.888 6.118
H: 8.123 10.522 4.674
H: 7.035 11.034 5.902
H: 6.402 10.452 4.349
C: 3.512 16.792 -8.391
O: 4.145 17.976 -8.017
C: 3.885 19.099 -8.788
C: 4.785 20.275 -8.297
N: 4.619 21.536 -9.034
C: 5.772 22.398 -8.894
C: 6.194 22.654 -7.440
O: 5.367 23.613 -6.721
C: 5.856 24.004 -5.429
H: 3.898 16.401 -9.333
H: 2.434 16.914 -8.493
H: 3.630 15.976 -7.678
H: 2.906 19.512 -8.547
H: 4.136 18.965 -9.841
H: 5.797 19.917 -8.487
H: 4.625 20.401 -7.226
H: 4.586 21.301 -10.016
H: 5.742 23.343 -9.437
H: 6.625 21.929 -9.385
H: 7.213 23.028 -7.347
H: 6.253 21.726 -6.872
H: 6.604 24.794 -5.489
H: 6.259 23.293 -4.708
H: 5.000 24.472 -4.943
C: 4.762 20.787 0.811
O: 4.777 20.158 2.088
C: 5.463 20.903 3.134
C: 5.597 19.951 4.344
N: 6.681 20.385 5.183
C: 6.517 20.263 6.626
C: 7.872 19.980 7.357
O: 8.623 21.152 7.291
C: 9.930 20.880 7.817
H: 4.380 21.801 0.929
H: 4.007 20.234 0.253
H: 5.741 20.742 0.335
H: 4.932 21.797 3.463
H: 6.468 21.170 2.807
H: 5.825 18.922 4.065
H: 4.650 19.942 4.883
H: 7.444 19.784 4.905
H: 5.848 19.451 6.912
H: 6.090 21.216 6.938
H: 8.329 19.113 6.878
H: 7.618 19.814 8.404
H: 10.555 21.771 7.745
H: 10.565 20.119 7.364
H: 9.817 20.549 8.849
C: 10.898 17.714 1.304
O: 10.063 16.552 1.099
C: 9.655 16.499 -0.234
C: 10.767 15.865 -1.089
N: 10.427 15.470 -2.473
C: 9.218 14.699 -2.650
C: 9.117 14.128 -4.092
O: 9.815 12.898 -4.197
C: 9.436 12.343 -5.417
H: 11.892 17.552 0.889
H: 10.990 17.903 2.373
H: 10.406 18.601 0.903
H: 9.271 17.475 -0.533
H: 8.813 15.817 -0.350
H: 11.050 14.988 -0.506
H: 11.630 16.518 -1.215
H: 10.427 16.235 -3.134
H: 8.273 15.168 -2.377
H: 9.274 13.912 -1.898
H: 9.634 14.907 -4.652
H: 8.040 14.052 -4.247
H: 8.379 12.196 -5.639
H: 10.003 11.426 -5.579
H: 9.811 13.035 -6.171
C: 17.923 15.708 -7.683
O: 18.038 14.562 -6.850
C: 16.895 14.444 -5.925
C: 17.054 13.147 -5.108
N: 18.439 12.901 -4.634
C: 18.756 13.837 -3.545
C: 20.176 13.752 -2.932
O: 21.230 13.843 -3.885
C: 21.451 15.050 -4.642
H: 18.290 16.665 -7.311
H: 16.862 15.742 -7.928
H: 18.391 15.554 -8.655
H: 16.023 14.335 -6.570
H: 16.836 15.306 -5.261
H: 16.796 12.228 -5.633
H: 16.372 13.257 -4.264
H: 18.821 13.031 -5.560
H: 18.036 13.640 -2.750
H: 18.645 14.824 -3.993
H: 20.403 12.805 -2.443
H: 20.317 14.532 -2.184
H: 21.729 15.804 -3.905
H: 20.593 15.360 -5.239
H: 22.402 14.982 -5.170
C: 8.758 13.102 -22.698
O: 8.804 12.128 -21.673
C: 10.118 11.673 -21.366
C: 10.339 10.815 -20.080
N: 10.224 11.713 -18.939
C: 10.348 10.868 -17.776
C: 10.047 11.588 -16.485
O: 8.758 12.247 -16.484
C: 8.413 12.757 -15.190
H: 9.122 12.798 -23.680
H: 9.346 13.958 -22.367
H: 7.749 13.513 -22.670
H: 10.818 12.505 -21.445
H: 10.404 11.062 -22.222
H: 11.308 10.348 -20.258
H: 9.521 10.096 -20.132
H: 9.411 12.311 -18.955
H: 11.329 10.395 -17.736
H: 9.656 10.026 -17.756
H: 10.855 12.285 -16.264
H: 10.057 10.854 -15.680
H: 8.116 12.030 -14.433
H: 7.565 13.420 -15.359
H: 9.204 13.389 -14.785
N: 13.372 20.380 -7.372
C: 12.215 19.795 -7.531
N: 11.977 19.533 -8.776
O: 11.401 19.731 -6.638
H: 13.889 20.610 -8.209
H: 13.713 20.731 -6.488
H: 11.062 19.210 -9.060
H: 12.639 19.756 -9.506
N: 9.086 24.971 4.230
C: 10.347 25.261 4.093
N: 11.011 24.695 4.988
O: 10.770 26.158 3.374
H: 8.383 25.487 3.720
H: 8.886 24.148 4.782
H: 11.718 25.284 5.403
H: 10.542 23.990 5.538

As for the calculated total energy: -3107.10011 hartree. The calculation puts the lowest unoccupied orbital energy at 0.28 eV. Its SMILES is COCCNCCOC.COCCNCCOC.COCCNCCOC.COCCNCCOC.COCCNCCOC.COCCNCCOC.NC(N)=O.NC(N)=O. The energy above the lowest of the compared OMol25 structures with the same formula, charge and spin comes out at 6.546 eV.

Atomic partial charges in e from the Mulliken method, atoms 1 to 6: -0.796, -0.267, -0.613, -0.656, -0.462, -0.508